Molecular formula: C4H14N
Method: DFT, ωB97M-V/def2-TZVPD

The geometry in ORCA input format:
```
! RIJCOSX wB97M-V def2-TZVPD def2/J DEFGRID3
* xyz 2 2
N 0.4480 0.9351 -1.7219
C 1.2120 -2.3213 1.8429
C -0.8969 1.5374 -1.3291
C -0.0820 -2.2463 1.1019
C -0.7888 2.1050 0.0723
H -1.7584 0.8534 -1.3106
H -0.9104 -1.7023 1.6164
H -0.3096 1.4668 0.8140
H 1.2602 -1.7102 2.8103
H 0.2064 -1.7763 0.1730
H 1.0377 1.7627 -1.8076
H -1.3388 2.2806 -1.9945
H -1.7483 2.5170 0.4071
H 1.6214 -3.3025 2.2109
H 0.8240 0.2682 -1.0659
H -0.2515 3.0597 0.1570
H 0.2885 0.4766 -2.6169
H 1.8982 -1.8268 1.1527
H -0.6667 -3.1923 1.0253
*
```

Properties
* expectation value of S²: 0.7534
* energy relative to the best compared isomer or geometry (same formula, charge and spin): 143.4 kJ/mol
* LUMO (spin up / spin down): -0.273 / -0.546 Ha

Here are the Löwdin charges for atoms 1 to 6, given in e: N 0.219; C 0.024; C -0.186; C 0.014; C -0.087; H 0.133



Molecular formula: C4H14N2
Method: DFT, ωB97M-V/def2-TZVPD

The geometry in ORCA input format:
```
! RIJCOSX wB97M-V def2-TZVPD def2/J DEFGRID3
* xyz 0 1
N -2.7255 -1.2711 -0.1833
N -2.8340 -2.9090 1.6266
C 3.6655 2.0164 -0.7997
C 1.2716 1.0616 -0.3581
C -3.2200 -2.6146 0.2592
C 2.2309 2.3181 -0.3594
H -3.5490 -2.8399 2.3290
H 3.9663 1.1060 -0.2872
H 0.4137 1.2421 -1.0007
H -2.9681 -0.5638 0.4750
H -2.7075 -3.3594 -0.3502
H 1.7278 0.0979 -0.5340
H 2.2259 2.6607 0.6706
H 4.3855 2.7883 -0.5230
H -2.0167 -2.4338 1.9372
H -4.2435 -2.4440 -0.0467
H 1.7042 3.0403 -0.9872
H 0.8019 1.1694 0.6283
H -1.8303 -1.1200 -0.6103
H 3.7015 2.0548 -1.8861
*
```

Properties
* SMILES: CCC.NCN
* energy relative to the best compared isomer or geometry (same formula, charge and spin): 100.6 kJ/mol
* LUMO: 0.037 Ha

Here are the Löwdin charges for atoms 1 to 6, given in e: N -0.030; N -0.013; C -0.126; C -0.116; C -0.329; C -0.303



Molecular formula: C4H14N2
Method: DFT, ωB97M-V/def2-TZVPD

The geometry in ORCA input format:
```
! RIJCOSX wB97M-V def2-TZVPD def2/J DEFGRID3
* xyz 0 1
N 2.1198 -2.0972 -0.5270
N -1.9396 1.7589 0.5343
C 3.0520 -1.2776 -1.2912
C 0.9005 -2.4634 -1.2859
C -3.2022 2.2638 1.0799
C -0.9211 1.5467 1.5720
H 0.8477 -2.0311 -2.2806
H 0.0590 1.5864 1.1021
H 0.0333 -2.0522 -0.7734
H -3.9610 2.1325 0.3190
H 3.7184 -0.7449 -0.6091
H -1.0106 0.5305 1.9422
H 3.6214 -1.8098 -2.0567
H -3.1415 3.3104 1.3999
H 0.8161 -3.5469 -1.2956
H 2.5589 -2.9717 -0.2680
H 2.4651 -0.4776 -1.7497
H -1.5543 2.4334 -0.1137
H -3.4831 1.6361 1.9274
H -0.9787 2.2738 2.3741
*
```

Properties
* SMILES: CNC.CNC
* energy relative to the best compared isomer or geometry (same formula, charge and spin): 106.0 kJ/mol
* LUMO: 0.041 Ha

Here are the Löwdin charges for atoms 1 to 6, given in e: N -0.186; N -0.194; C -0.165; C -0.137; C -0.155; C -0.152



Molecular formula: C4H14N2O
Method: DFT, ωB97M-V/def2-TZVPD

The geometry in ORCA input format:
```
! RIJCOSX wB97M-V def2-TZVPD def2/J DEFGRID3
* xyz -1 2
O 0.8083 -1.1528 6.1801
N -0.2806 -1.4374 -0.5696
N 0.6365 1.1043 -1.9854
C 0.6421 0.7170 -0.3940
C 0.7226 2.5699 -2.1328
C -0.5604 -0.1456 -0.0168
C -1.5056 -2.1491 -0.9897
H 1.6592 0.2686 -0.2356
H 0.1654 -1.1488 -1.4428
H -0.7682 0.0873 1.1170
H 0.9225 2.8629 -3.1406
H -2.0224 -1.9413 -0.1454
H 0.6599 -2.0148 5.7533
H 1.3409 0.5690 -2.3299
H -1.3408 0.4402 -0.5809
H 0.1759 -1.1076 6.9391
H 0.7665 1.5611 0.2355
H 1.4768 2.9631 -1.4927
H -1.8970 -1.8299 -1.9144
H -1.4109 -3.1628 -1.1367
H -0.1905 2.9467 -1.7177
*
```

Properties
* expectation value of S²: 0.7503
* energy relative to the best compared isomer or geometry (same formula, charge and spin): 264.8 kJ/mol
* LUMO (spin up / spin down): 0.119 / 0.116 Ha

Here are the Löwdin charges for atoms 1 to 6, given in e: O -0.511; N -0.117; N -0.099; C -0.224; C -0.183; C -0.347



Molecular formula: C4H14N2O
Method: DFT, ωB97M-V/def2-TZVPD

The geometry in ORCA input format:
```
! RIJCOSX wB97M-V def2-TZVPD def2/J DEFGRID3
* xyz -1 2
O 2.3839 2.3600 2.0424
N -1.0512 -3.3001 -1.3239
N -0.8621 2.4514 0.6053
C -0.0220 -1.0290 -0.9735
C 0.1574 0.0884 0.1503
C -0.6090 1.3348 -0.3390
C -0.4585 -2.3515 -0.3669
H 1.1722 0.3406 0.1785
H -0.3849 -3.6290 -1.9956
H 0.4164 -2.7703 0.1378
H 1.8929 2.6380 1.2105
H -1.6783 0.9492 -0.5480
H 0.9068 -1.0367 -1.5826
H 2.5074 1.3403 2.0548
H 0.1191 1.5755 -1.1235
H -0.7626 3.2696 0.0810
H -0.2090 -0.5102 0.9924
H -0.6070 2.4652 1.5206
H -0.6662 -0.9208 -1.8446
H -1.7313 -2.8049 -1.8706
H -1.2691 -2.3537 0.4780
*
```

Properties
* expectation value of S²: 0.7505
* energy relative to the best compared isomer or geometry (same formula, charge and spin): 183.3 kJ/mol
* LUMO (spin up / spin down): 0.139 / 0.136 Ha

Here are the Löwdin charges for atoms 1 to 6, given in e: O -0.321; N -0.040; N -0.021; C -0.286; C -0.284; C -0.357



Molecular formula: C4H14N2O
Method: DFT, ωB97M-V/def2-TZVPD

The geometry in ORCA input format:
```
! RIJCOSX wB97M-V def2-TZVPD def2/J DEFGRID3
* xyz 0 1
O 1.6476 1.6801 2.4399
N -0.4393 -2.9956 -2.6440
N 0.0684 -0.9584 -1.1553
C 0.5023 -2.1081 -2.0849
C -1.6876 1.4071 0.6314
C -0.6499 1.9263 1.6346
C 0.7261 1.2955 1.3870
H -0.6574 -1.3781 -0.5508
H -1.3278 -2.6342 -2.9285
H 0.6240 0.1725 1.3117
H -1.2846 1.6983 -0.4049
H 1.1005 -1.6376 -2.8911
H -1.8445 0.3000 0.6385
H 2.4494 1.1392 2.4039
H -0.6355 -3.7950 -2.0672
H -0.9784 1.7263 2.6913
H 1.0902 1.6885 0.4566
H -2.5975 1.9199 0.7520
H 1.2050 -2.6890 -1.4668
H -0.5520 2.9962 1.5190
H -0.5217 -0.3935 -1.7963
*
```

Properties
* SMILES: CCCO.NCN
* energy relative to the best compared isomer or geometry (same formula, charge and spin): 162.1 kJ/mol
* LUMO: 0.032 Ha

Here are the Löwdin charges for atoms 1 to 6, given in e: O -0.095; N -0.009; N -0.011; C -0.370; C -0.126; C -0.253



Molecular formula: C4H14N2O
Method: DFT, ωB97M-V/def2-TZVPD

The geometry in ORCA input format:
```
! RIJCOSX wB97M-V def2-TZVPD def2/J DEFGRID3
* xyz 0 1
O 2.1588 1.1555 -2.5259
N -0.2806 2.3078 0.3875
N 0.0322 -0.8648 -0.0701
C -1.2981 -0.6388 -0.5224
C 0.3561 -0.0734 1.1134
C -0.4820 1.2364 1.4765
C 0.3085 -2.2625 0.0072
H -0.4874 -2.9753 0.2201
H 2.5200 0.5504 -3.1454
H -1.6192 1.2048 1.6281
H 0.6816 -2.4093 -0.9667
H -0.7135 2.1257 -0.5125
H -0.4387 3.2849 0.6750
H -1.6374 0.4109 -0.6841
H 1.4413 0.6366 -2.0335
H 1.1027 -2.5031 0.5436
H 0.0147 1.7026 2.3550
H 0.4157 -0.7212 2.0897
H -1.4971 -1.2694 -1.3547
H 1.3895 0.1996 1.0361
H -1.9671 -1.0976 0.2832
*
```

Properties
* SMILES: CN(C)CCN.O
* energy relative to the best compared isomer or geometry (same formula, charge and spin): 287.5 kJ/mol
* LUMO: 0.032 Ha

Here are the Löwdin charges for atoms 1 to 6, given in e: O -0.080; N -0.040; N -0.291; C -0.126; C -0.194; C -0.219



Molecular formula: C4H14N2O
Method: DFT, ωB97M-V/def2-TZVPD

The geometry in ORCA input format:
```
! RIJCOSX wB97M-V def2-TZVPD def2/J DEFGRID3
* xyz 0 1
O -2.4220 -0.2450 1.1176
N -0.0908 -0.9083 -0.4523
N 1.5020 1.5340 -0.9634
C -0.3292 -2.3192 -0.2295
C 0.2450 2.3995 -0.9777
C 1.6995 0.6678 0.2077
C 0.4636 -0.3127 0.7507
H 1.9299 1.2000 1.1386
H -3.2691 -0.1068 1.5516
H 0.6783 -1.1179 1.3986
H 1.3107 0.8970 -1.7613
H -0.2404 0.2030 1.3069
H 0.4400 -2.9850 -0.7675
H -0.0728 -2.7309 0.7906
H -0.9629 -0.5214 -0.7639
H -0.6241 1.7510 -0.6607
H -1.4146 -2.6064 -0.3846
H -0.0090 2.7576 -2.0247
H -1.9517 -1.0651 1.1531
H 2.6241 0.0984 0.0388
H 0.4934 3.4105 -0.4688
*
```

Properties
* SMILES: CNCCNC.O
* energy relative to the best compared isomer or geometry (same formula, charge and spin): 317.9 kJ/mol
* LUMO: 0.025 Ha

Here are the Löwdin charges for atoms 1 to 6, given in e: O -0.048; N -0.138; N -0.140; C -0.175; C -0.126; C -0.204



Molecular formula: C4H14N2O
Method: DFT, ωB97M-V/def2-TZVPD

The geometry in ORCA input format:
```
! RIJCOSX wB97M-V def2-TZVPD def2/J DEFGRID3
* xyz 0 1
O -4.8809 -4.3848 -0.0877
N -0.5838 2.0478 0.5014
N 0.2368 -1.5315 0.3519
C 1.1876 -0.6752 -0.4172
C 1.7745 1.7901 -0.1701
C 0.3932 2.2821 -0.5414
C 1.7704 0.3849 0.5243
H 2.5196 1.6291 -0.9362
H -0.2906 -2.1159 -0.2970
H 0.0466 1.7896 -1.4545
H -3.9806 -4.4600 -0.4097
H -5.0195 -5.0538 0.5889
H -0.4798 -0.8718 0.6461
H -1.4581 2.5434 0.4982
H 2.1979 2.4697 0.5746
H 0.6305 -0.1857 -1.2088
H -0.2812 1.7840 1.4175
H 1.0828 0.4500 1.3549
H 1.8920 -1.3510 -0.8850
H 0.4450 3.3468 -0.7825
H 2.7976 0.1120 0.7324
*
```

Properties
* SMILES: NCCCCN.O
* energy relative to the best compared isomer or geometry (same formula, charge and spin): 155.3 kJ/mol
* LUMO: 0.032 Ha

Here are the Löwdin charges for atoms 1 to 6, given in e: O -0.060; N 0.002; N -0.023; C -0.280; C -0.198; C -0.303



Molecular formula: C4H14N2O
Method: DFT, ωB97M-V/def2-TZVPD

The geometry in ORCA input format:
```
! RIJCOSX wB97M-V def2-TZVPD def2/J DEFGRID3
* xyz 0 1
O 0.7770 1.3760 -0.4425
N 0.0259 -0.2496 -1.9157
N -1.7775 1.0524 1.4694
C -1.8508 -0.2508 1.1245
C 0.6975 1.0112 -1.8200
C 0.8485 -1.4203 -1.6494
C 0.2840 -0.0972 2.7671
H -0.4924 -0.3307 -2.7788
H 0.1120 1.7644 -2.3568
H 0.2373 -2.3184 -1.7348
H -1.5608 -0.5468 0.1105
H 1.6839 1.6301 -0.2373
H 1.7182 0.9822 -2.2455
H -2.7885 -0.7271 1.4211
H -1.0715 1.5175 0.8929
H 1.2204 -1.3718 -0.6259
H -0.6332 0.1461 3.2672
H -0.8064 -0.8059 1.8152
H 0.5394 0.3296 1.8145
H 1.7115 -1.5131 -2.3267
H 1.1255 -0.1776 3.4509
*
```

Properties
* energy relative to the best compared isomer or geometry (same formula, charge and spin): 581.5 kJ/mol
* LUMO (spin up / spin down): 0.010 / 0.002 Ha

Here are the Löwdin charges for atoms 1 to 6, given in e: O -0.075; N -0.119; N 0.010; C -0.278; C -0.301; C -0.122



Molecular formula: C4H14N2O
Method: DFT, ωB97M-V/def2-TZVPD

The geometry in ORCA input format:
```
! RIJCOSX wB97M-V def2-TZVPD def2/J DEFGRID3
* xyz 0 1
O -2.8440 -1.1805 -0.9172
N -2.5803 0.6543 0.4762
N -1.0899 0.2910 -1.2357
C 1.6325 1.2809 0.7640
C 1.6099 -0.1787 0.3258
C 2.2902 -0.3587 -1.0272
C -2.1082 -0.0857 -0.5858
H -2.0704 1.5093 0.6286
H -3.4872 -1.3829 -0.2275
H 3.3171 -0.0014 -0.9997
H 1.0216 1.8701 0.0720
H 2.1252 -0.7920 1.0705
H 1.7461 0.2040 -1.7816
H 0.5293 -0.4612 0.1711
H -0.6710 -1.4375 1.6389
H -3.5815 0.7401 0.5797
H -1.1223 -2.0454 1.8820
H 1.2181 1.3874 1.7678
H 2.6519 1.6834 0.7593
H 2.2972 -1.4070 -1.3207
H -0.8843 -0.2893 -2.0406
*
```

Properties
* energy relative to the best compared isomer or geometry (same formula, charge and spin): 157.6 kJ/mol
* LUMO: 0.021 Ha

Here are the Löwdin charges for atoms 1 to 6, given in e: O 0.062; N 0.123; N 0.134; C -0.138; C -0.356; C -0.136



Molecular formula: C4H14N2O
Method: DFT, ωB97M-V/def2-TZVPD

The geometry in ORCA input format:
```
! RIJCOSX wB97M-V def2-TZVPD def2/J DEFGRID3
* xyz 0 1
O -5.0080 -3.2053 1.8301
N 1.2882 -0.8632 -1.0280
N -1.0428 0.6362 -0.0301
C 2.1216 -0.3531 -2.1167
C 0.3576 1.1028 0.2633
C 0.6279 1.8285 1.5668
C 1.3517 -0.0939 0.1911
H -5.1776 -3.6533 0.9940
H -5.7523 -2.6074 1.9462
H 0.6331 1.0896 2.3766
H 1.7005 0.4968 -2.6871
H 0.5913 1.7562 -0.5923
H 1.1193 -0.7713 1.0093
H -0.0295 2.6300 1.8769
H 1.6228 2.2723 1.5039
H 3.1499 -0.1378 -1.8470
H 2.1453 -1.1137 -2.9155
H 2.3272 0.3739 0.2817
H 0.4240 -1.1136 -1.4691
H -0.9466 0.2063 -0.9453
H -1.5036 1.5200 -0.2088
*
```

Properties
* SMILES: CNC[C@H](C)N.O
* energy relative to the best compared isomer or geometry (same formula, charge and spin): 167.9 kJ/mol
* LUMO: 0.038 Ha

Here are the Löwdin charges for atoms 1 to 6, given in e: O -0.061; N -0.124; N 0.032; C -0.147; C -0.446; C -0.077



The evaluated max |F| for the records listed, in turn: 0.05567 0.06308 0.01905 0.10568 0.07658 0.05229 0.09131 0.08799 0.04398 0.03157 0.03287 0.04395 Eh/bohr.
The evaluated total energy for the records listed, in turn: -5842.8312 -7354.0747 -7354.0180 -9398.8391 -9399.6831 -9401.9273 -9400.6275 -9400.3121 -9401.9972 -9397.5802 -9401.9740 -9401.8665 eV.